(1)
Here is a cluster of 3 separate species, C13H38N6O7P3 in total in a non-equilibrium geometry from the Open Molecules 2025 dataset. Energies are from ωB97M-V with the def2-TZVPD basis set.

Each line ends with the Löwdin charge.
Positions of all 67 atoms, in Å:
O1 0.015 6.789 -1.316  -0.119
C1 -0.451 6.376 -2.413  -0.789
O2 0.078 5.660 -3.249  -0.041
P1 -2.166 7.023 -2.690  0.471
O3 -2.599 7.205 -4.087  -0.319
O4 -2.164 8.451 -1.952  -0.161
O5 -3.223 6.063 -1.936  -0.146
H1 -1.599 8.354 -1.164  0.058
H2 -2.799 5.534 -1.244  0.067
O6 -0.994 3.393 0.395  -0.281
P2 0.338 2.814 0.697  0.645
N1 0.633 1.795 -0.629  -0.292
C2 1.643 0.763 -0.691  -0.136
C3 0.485 2.439 -1.935  -0.118
N2 -0.070 1.857 2.092  -0.328
C4 -0.028 0.409 2.047  -0.145
C5 -1.223 2.327 2.843  -0.152
N3 1.968 3.001 1.202  -0.279
C6 2.214 3.311 2.621  -0.129
C7 2.633 4.064 0.398  -0.109
H3 2.660 1.155 -0.842  0.085
H4 1.422 0.106 -1.533  0.052
H5 1.659 0.130 0.191  0.051
H6 1.401 2.953 -2.246  0.075
H7 -0.308 3.180 -1.910  0.065
H8 0.223 1.710 -2.706  0.082
H9 -0.620 -0.012 1.223  0.074
H10 -0.413 0.000 2.985  0.076
H11 0.999 0.045 1.976  0.063
H12 -2.176 2.014 2.398  0.081
H13 -1.229 3.413 2.908  0.070
H14 -1.173 1.939 3.866  0.075
H15 1.625 4.161 2.980  0.086
H16 3.272 3.550 2.749  0.075
H17 2.006 2.451 3.249  0.068
H18 2.201 5.052 0.580  0.089
H19 2.541 3.854 -0.667  0.067
H20 3.697 4.095 0.633  0.077
O7 1.788 -5.000 -0.336  -0.290
P3 0.327 -4.729 -0.347  0.627
N4 0.226 -3.134 -0.910  -0.287
C8 -0.963 -2.300 -0.839  -0.118
C9 0.961 -2.836 -2.135  -0.124
N5 -0.005 -4.772 1.350  -0.331
C10 -0.404 -3.574 2.068  -0.129
C11 0.918 -5.576 2.139  -0.149
N6 -1.278 -5.206 -0.751  -0.280
C12 -1.886 -6.297 0.034  -0.124
C13 -1.359 -5.602 -2.179  -0.125
H21 -1.715 -2.557 -1.597  0.083
H22 -0.674 -1.259 -1.003  0.076
H23 -1.439 -2.335 0.133  0.046
H24 0.385 -3.075 -3.040  0.074
H25 1.898 -3.387 -2.189  0.075
H26 1.213 -1.778 -2.167  0.056
H27 0.295 -2.739 1.929  0.081
H28 -0.466 -3.790 3.136  0.079
H29 -1.407 -3.257 1.779  0.065
H30 1.848 -5.044 2.374  0.083
H31 1.183 -6.493 1.615  0.068
H32 0.436 -5.865 3.077  0.077
H33 -1.250 -7.185 0.093  0.085
H34 -2.831 -6.581 -0.433  0.078
H35 -2.118 -5.966 1.041  0.072
H36 -0.778 -6.505 -2.392  0.085
H37 -0.985 -4.801 -2.819  0.063
H38 -2.396 -5.780 -2.459  0.080

Its charge is -1. The calculation puts the total energy at -2397.59006 a.u.


(2)
Here is an isolated molecule of C14H15N2O4P in a non-equilibrium geometry from the Open Molecules 2025 dataset. Energies are from ωB97M-V with the def2-TZVPD basis set.

Each line ends with the Löwdin charge.
Positions of all 36 atoms, in Å:
C1 -4.041 0.364 -0.898  -0.079
C2 -2.883 -0.770 -0.685  -0.240
O1 -2.041 -0.792 -1.872  -0.207
C3 -0.730 -1.339 -1.601  -0.181
C4 0.379 -0.182 -1.780  -0.379
C5 -0.054 1.008 -0.755  -0.149
N1 -0.494 1.918 -0.079  0.175
P1 0.441 0.614 -3.499  0.791
O2 1.220 -0.185 -4.564  -0.465
C6 1.786 -0.744 -1.230  -0.244
C7 2.497 -1.825 -2.167  -0.081
N2 2.890 -2.485 -3.112  0.161
O3 2.674 0.366 -0.838  -0.049
C8 3.056 0.158 0.552  -0.303
O4 4.187 -0.318 0.886  0.097
C9 2.051 0.466 1.789  -0.088
C10 1.667 1.902 2.277  -0.024
C11 0.656 2.043 3.476  -0.054
C12 -0.002 0.786 4.171  -0.057
C13 0.376 -0.680 3.684  -0.056
C14 1.403 -0.796 2.498  -0.028
H1 -5.060 -0.072 -0.571  0.076
H2 -3.853 1.288 -0.240  0.075
H3 -4.127 0.716 -1.985  0.081
H4 -3.337 -1.785 -0.405  0.125
H5 -2.273 -0.401 0.237  0.114
H6 -0.685 -1.657 -0.481  0.140
H7 -0.467 -2.283 -2.200  0.154
H8 0.847 1.998 -3.377  0.037
H9 -0.939 0.669 -3.958  0.043
H10 1.547 -1.291 -0.230  0.138
H11 2.146 2.783 1.721  0.108
H12 0.395 3.101 3.829  0.088
H13 -0.755 0.910 5.032  0.087
H14 -0.127 -1.591 4.189  0.093
H15 1.653 -1.867 2.149  0.101

Its charge is 0. The calculation puts the total energy at -1293.96215 a.u.


(3)
Here is a structure of composition C16H24N2OZr in a non-equilibrium geometry from the Open Molecules 2025 dataset. Energies are from ωB97M-V with the def2-TZVPD basis set.

Each line ends with the Löwdin charge.
Positions of all 44 atoms, in Å:
C1 -3.554 -0.291 0.163  -0.202
C2 -4.015 0.931 -0.635  -0.155
H1 -3.448 -1.200 -0.450  0.097
H2 -4.348 -0.498 0.894  0.121
H3 -2.713 -0.092 0.891  0.014
H4 -3.445 1.087 -1.572  0.074
H5 -5.079 0.787 -0.893  0.104
H6 -3.969 1.842 -0.014  0.078
C3 0.186 -2.868 -0.213  -0.086
C4 1.198 -3.816 -0.100  0.000
C5 2.446 -3.529 -0.654  0.011
C6 2.666 -2.316 -1.281  0.038
H7 -0.863 -3.073 -0.004  0.128
H8 1.011 -4.779 0.374  0.134
H9 3.257 -4.245 -0.613  0.137
H10 3.599 -2.086 -1.796  0.126
N1 0.444 -1.613 -0.673  -0.055
C7 1.657 -1.342 -1.242  -0.195
C8 1.889 0.024 -1.687  -0.193
N2 0.989 0.958 -1.248  -0.020
C9 1.323 2.259 -1.421  -0.087
C10 3.307 1.740 -2.672  0.020
C11 2.431 2.687 -2.139  0.006
H11 0.651 2.978 -0.962  0.089
H12 2.555 3.761 -2.269  0.134
C12 3.023 0.401 -2.431  0.033
H13 3.686 -0.381 -2.792  0.122
H14 4.169 2.042 -3.256  0.138
Zr1 -1.017 0.148 -0.257  1.822
C13 -1.394 2.291 0.085  -0.282
H15 -1.622 2.799 -0.875  0.037
H16 -0.460 2.727 0.467  0.007
H17 -2.196 2.578 0.786  0.035
C14 0.789 -0.752 3.120  -0.045
C15 -0.688 -0.889 2.883  -0.474
C16 -1.498 -0.151 3.927  -0.034
O1 -0.906 -0.285 1.598  -0.402
H18 1.093 0.301 2.983  0.101
H19 1.346 -1.356 2.400  0.072
H20 1.045 -1.055 4.145  0.107
H21 -0.958 -1.954 2.846  0.149
H22 -1.147 0.893 3.981  0.100
H23 -2.581 -0.161 3.721  0.089
H24 -1.344 -0.607 4.921  0.107

Its charge is +2. The calculation puts the total energy at -855.34662 a.u.


(4)
Here is a cluster of 2 separate species, C6H10N in total in a non-equilibrium geometry from the Open Molecules 2025 dataset. Energies are from ωB97M-V with the def2-TZVPD basis set.

Each line ends with the Löwdin charge.
Positions of all 17 atoms, in Å:
C1 1.418 2.613 1.162  0.187
C2 1.453 1.551 0.572  -0.123
C3 -1.654 -0.652 -1.280  -0.154
C4 -1.105 0.359 -0.412  -0.050
C5 1.723 -0.929 0.463  -0.091
C6 1.335 0.323 -0.165  -0.116
N1 -1.939 -0.748 0.154  0.059
H1 1.612 3.440 1.795  0.050
H2 -2.643 -0.557 -1.827  0.144
H3 -0.984 -1.370 -1.825  0.141
H4 -1.677 1.404 -0.287  0.163
H5 1.387 -0.934 1.573  0.133
H6 1.370 -1.829 -0.110  0.098
H7 2.832 -1.005 0.451  0.116
H8 1.393 0.481 -1.204  0.103
H9 -2.889 -0.500 0.452  0.177
H10 -1.630 -1.648 0.488  0.161

For the energy above the lowest of the compared OMol25 structures with the same formula, charge and spin, the calculation gives 5.073 eV. Its charge is +1. The calculation puts the total energy at -288.89652 a.u.


(5)
Here is a cluster of 8 separate species, C39H59BN10O4P in total in a non-equilibrium geometry from the Open Molecules 2025 dataset. Energies are from ωB97M-V with the def2-TZVPD basis set.

Each line ends with the Löwdin charge.
Positions of all 114 atoms, in Å:
C1 -0.944 -1.050 0.116  -0.074
C2 -1.988 -1.512 -0.910  -0.222
C3 -2.240 -0.372 -1.905  -0.177
C4 -3.611 -0.362 -2.525  -0.131
O1 -4.685 -0.244 -1.538  0.011
C5 -4.711 0.910 -0.889  -0.258
N1 -4.837 2.150 -1.498  0.198
C6 -4.879 3.110 -0.561  -0.291
P1 -5.121 4.897 -0.942  0.778
O2 -4.841 5.809 0.172  -0.393
N2 -4.761 2.520 0.628  0.023
C7 -4.706 3.220 1.910  -0.070
C8 -3.239 3.458 2.246  -0.200
O3 -2.613 4.191 1.213  -0.054
C9 -4.674 1.149 0.462  0.044
B1 -4.591 0.120 1.685  -0.558
O4 -3.468 0.076 2.454  0.181
N3 -5.741 -0.716 1.988  -0.104
C10 -5.664 -2.037 1.287  -0.023
C11 -7.013 -0.044 1.658  -0.075
H1 -1.443 -0.506 0.919  0.057
H2 -0.242 -0.348 -0.323  0.060
H3 -0.423 -1.880 0.582  0.079
H4 -2.910 -1.837 -0.435  0.086
H5 -1.546 -2.361 -1.424  0.094
H6 -1.512 -0.481 -2.707  0.128
H7 -2.023 0.594 -1.448  0.112
H8 -3.704 0.477 -3.215  0.116
H9 -3.833 -1.263 -3.081  0.131
H10 -4.921 2.292 -2.492  0.176
H11 -4.318 5.092 -2.080  0.031
H12 -6.459 4.926 -1.373  0.030
H13 -5.247 4.150 1.789  0.118
H14 -5.162 2.642 2.708  0.139
H15 -3.170 3.939 3.219  0.138
H16 -2.719 2.504 2.308  0.116
H17 -2.403 5.074 1.524  0.100
H18 -3.271 -0.842 2.683  0.131
H19 -5.458 -2.830 2.002  0.093
H20 -6.616 -2.232 0.809  0.092
H21 -4.868 -2.068 0.545  0.064
H22 -7.015 0.954 2.085  0.084
H23 -7.819 -0.632 2.089  0.098
H24 -7.214 -0.017 0.583  0.091
N4 -6.889 0.383 7.364  0.005
C12 -7.804 -0.601 7.114  -0.134
C13 -7.653 -0.995 5.812  -0.106
C14 -6.600 -0.219 5.253  -0.111
C15 -6.149 0.621 6.238  -0.144
H25 -6.777 0.857 8.240  0.146
H26 -8.481 -0.935 7.881  0.110
H27 -8.231 -1.756 5.316  0.090
H28 -6.220 -0.276 4.246  0.056
H29 -5.368 1.362 6.236  0.100
N5 -1.798 -5.286 -2.415  0.008
C16 -1.494 -6.478 -1.811  -0.157
C17 -2.600 -6.899 -1.125  -0.096
C18 -3.617 -5.928 -1.326  -0.101
C19 -3.091 -4.947 -2.125  -0.154
H30 -1.168 -4.748 -2.981  0.143
H31 -0.518 -6.921 -1.925  0.111
H32 -2.674 -7.803 -0.545  0.101
H33 -4.617 -5.948 -0.929  0.092
H34 -3.528 -4.041 -2.510  0.095
N6 0.537 -6.458 0.932  0.004
C20 1.663 -7.233 1.004  -0.141
C21 2.010 -7.349 2.323  -0.110
C22 1.053 -6.619 3.078  -0.112
C23 0.158 -6.083 2.191  -0.149
H35 0.059 -6.205 0.086  0.095
H36 2.119 -7.633 0.115  0.105
H37 2.854 -7.898 2.705  0.091
H38 1.026 -6.503 4.148  0.089
H39 -0.714 -5.471 2.348  0.099
N7 2.084 1.837 -0.591  0.007
C24 3.101 1.801 0.325  -0.152
C25 4.032 0.899 -0.114  -0.103
C26 3.563 0.373 -1.348  -0.131
C27 2.364 0.975 -1.620  -0.150
H40 1.265 2.410 -0.520  0.138
H41 3.074 2.415 1.208  0.105
H42 4.948 0.645 0.391  0.101
H43 4.054 -0.359 -1.967  0.100
H44 1.689 0.864 -2.452  0.101
N8 6.121 5.939 1.696  0.006
C28 5.075 5.089 1.459  -0.143
C29 5.121 4.722 0.140  -0.111
C30 6.240 5.382 -0.439  -0.116
C31 6.837 6.120 0.548  -0.133
H45 6.331 6.366 2.579  0.146
H46 4.392 4.821 2.246  0.101
H47 4.429 4.060 -0.353  0.070
H48 6.568 5.328 -1.464  0.080
H49 7.704 6.758 0.529  0.110
N9 6.934 2.854 -3.014  0.014
C32 5.856 2.056 -3.279  -0.128
C33 5.929 1.676 -4.594  -0.102
C34 7.100 2.269 -5.143  -0.113
C35 7.698 2.989 -4.144  -0.159
H50 7.132 3.275 -2.124  0.121
H51 5.138 1.827 -2.512  0.075
H52 5.224 1.043 -5.106  0.088
H53 7.461 2.176 -6.154  0.094
H54 8.599 3.580 -4.136  0.114
N10 9.794 0.415 -3.441  0.010
C36 10.793 0.345 -2.510  -0.146
C37 11.717 -0.565 -2.950  -0.117
C38 11.257 -1.062 -4.199  -0.115
C39 10.069 -0.436 -4.474  -0.143
H55 8.980 1.002 -3.379  0.105
H56 10.761 0.946 -1.617  0.102
H57 12.622 -0.843 -2.436  0.088
H58 11.742 -1.792 -4.824  0.088
H59 9.399 -0.522 -5.312  0.103

Its charge is +1. The calculation puts the total energy at -2735.97181 a.u.


(6)
Here is a cluster of 9 separate species, C10H36FNO11S in total in a non-equilibrium geometry from the Open Molecules 2025 dataset. Energies are from ωB97M-V with the def2-TZVPD basis set.

Each line ends with the Löwdin charge.
Positions of all 60 atoms, in Å:
N1 2.663 -0.546 -2.088  0.122
C1 1.687 -0.216 -2.827  -0.189
C2 1.155 1.190 -2.793  -0.174
O1 0.207 1.424 -1.716  -0.329
S1 -1.210 0.673 -1.613  0.999
O2 -0.957 -0.611 -1.018  -0.376
O3 -1.416 0.276 -3.283  -0.258
F1 -2.646 -0.421 -3.225  -0.093
H1 2.914 -1.522 -2.249  0.073
H2 1.240 -0.941 -3.510  0.097
H3 1.984 1.861 -2.577  0.106
H4 0.716 1.463 -3.753  0.117
C3 -1.600 -3.909 -2.214  -0.150
O4 -0.883 -2.941 -2.963  -0.143
H5 -1.732 -4.783 -2.849  0.076
H6 -1.053 -4.207 -1.316  0.081
H7 -2.586 -3.535 -1.923  0.075
H8 -0.770 -2.168 -2.395  0.014
C4 -5.397 0.023 -1.595  -0.151
O5 -4.581 0.943 -0.866  -0.144
H9 -5.340 0.300 -2.645  0.076
H10 -5.026 -1.000 -1.479  0.076
H11 -6.433 0.076 -1.261  0.049
H12 -4.630 0.699 0.062  0.074
C5 2.899 0.256 1.559  -0.159
O6 2.230 -0.811 0.912  -0.136
H13 2.823 0.098 2.632  0.062
H14 3.959 0.289 1.285  0.081
H15 2.438 1.217 1.314  0.062
H16 2.308 -0.665 -0.040  0.013
C6 -0.432 -0.375 -6.593  -0.151
O7 0.220 -1.166 -5.609  -0.140
H17 0.224 0.462 -6.824  0.078
H18 -0.608 -0.944 -7.510  0.077
H19 -1.384 0.014 -6.223  0.073
H20 -0.355 -1.907 -5.389  0.069
C7 -9.492 -0.131 0.511  -0.151
O8 -8.364 0.485 -0.102  -0.135
H21 -9.372 -1.205 0.400  0.079
H22 -9.547 0.110 1.576  0.076
H23 -10.424 0.172 0.027  0.076
H24 -8.460 1.437 -0.011  0.079
C8 5.256 -0.395 4.877  -0.152
O9 4.228 0.577 5.055  -0.136
H25 6.121 0.110 4.455  0.082
H26 5.538 -0.839 5.836  0.066
H27 4.934 -1.183 4.192  0.078
H28 3.461 0.127 5.422  0.072
C9 3.441 3.878 -0.177  -0.145
O10 2.488 3.760 -1.230  -0.131
H29 4.334 3.345 -0.490  0.082
H30 3.700 4.924 0.006  0.076
H31 3.071 3.432 0.748  0.064
H32 1.692 4.226 -0.961  0.079
C10 4.277 -0.488 8.933  -0.167
O11 5.307 0.458 8.680  -0.124
H33 4.436 -0.910 9.922  0.077
H34 3.294 -0.008 8.909  0.077
H35 4.304 -1.301 8.200  0.068
H36 5.147 0.825 7.804  0.058

For the energy above the lowest of the compared OMol25 structures with the same formula, charge and spin, the calculation gives 0.000 eV. Its charge is 0. The calculation puts the total energy at -1782.72816 a.u.


(7)
Here is a structure of composition C3H10OSi in a non-equilibrium geometry from the Open Molecules 2025 dataset. Energies are from ωB97M-V with the def2-TZVPD basis set.

Each line ends with the Löwdin charge.
Positions of all 15 atoms, in Å:
C1 -0.590 1.468 1.727  -0.164
C2 -0.259 -1.698 0.388  -0.213
C3 0.300 0.239 -2.115  -0.225
O1 -0.193 1.283 0.367  -0.343
Si1 0.502 -0.077 -0.261  0.483
H1 -1.322 0.553 1.901  0.095
H2 -1.139 2.444 1.904  0.085
H3 0.311 1.506 2.483  0.107
H4 -1.031 -2.274 -0.271  0.069
H5 0.663 -2.301 0.586  0.021
H6 -0.794 -1.494 1.339  0.006
H7 1.187 0.732 -2.540  0.019
H8 0.514 -0.769 -2.531  0.021
H9 -0.522 0.524 -2.712  0.005
H10 2.371 -0.136 -0.265  0.034

For the energy above the lowest of the compared OMol25 structures with the same formula, charge and spin, the calculation gives 1.094 eV. Its charge is 0. The calculation puts the total energy at -485.00212 a.u.


(8)
Here is an isolated molecule of C4H3I in a non-equilibrium geometry from the Open Molecules 2025 dataset. Energies are from ωB97M-V with the def2-TZVPD basis set.

Each line ends with the Löwdin charge.
Positions of all 8 atoms, in Å:
C1 -2.213 -0.331 -0.427  0.130
C2 -0.993 -0.291 -0.417  -0.088
C3 0.202 0.451 0.144  -0.217
C4 1.458 -0.038 0.464  -0.675
I1 3.394 0.353 -0.187  0.784
H1 -3.179 -0.494 -0.484  -0.024
H2 -0.149 1.449 0.134  0.075
H3 1.479 -1.099 0.772  0.014

For the energy above the lowest of the compared OMol25 structures with the same formula, charge and spin, the calculation gives 1.917 eV. Its charge is 0. The calculation puts the total energy at -451.74406 a.u.


charge of number 1 (C13H38N6O7P3)? -1